This record from the OMol25 dataset describes 16 unconnected molecules or ions with the total composition C22H67BrO18S. The level of theory is the ωB97M-V functional and the def2-TZVPD basis.

Values from the calculation:
E_HOMO	-9.4	eV
HOMO-LUMO gap	8.47	eV
max |F|	0.901	eV Å⁻¹
E_LUMO	-0.9	eV
charge	0

XYZ file:
```
109
Properties=species:S:1:pos:R:3:forces:R:3
C 0.8782 3.4304 -0.3218 0.344 0.224 -0.033
C 1.2387 2.2321 0.5166 -0.391 0.244 0.480
Br -0.3678 1.6374 1.5196 0.071 -0.234 -0.161
C 2.3023 2.4938 1.5869 -0.164 -0.232 -0.334
C 3.7058 2.4291 1.1344 0.126 0.274 -0.060
C 4.6602 1.5849 1.5124 -0.154 -0.703 -0.089
S 4.5602 0.2329 2.6120 -0.126 -0.202 0.869
C 5.9350 1.9970 0.8956 0.248 0.208 -0.335
O 6.9784 1.4447 0.8340 0.210 0.046 0.180
O 5.7063 3.2271 0.2743 0.680 -0.295 -0.476
C 4.3634 3.4031 0.2001 -0.755 0.197 0.203
O 3.8428 4.1801 -0.5326 0.103 0.248 0.005
H 1.3367 3.3005 -1.2872 0.008 0.139 -0.515
H 1.2545 4.3478 0.1030 0.058 0.230 0.244
H -0.1832 3.5133 -0.4443 -0.430 -0.024 -0.304
H 1.4817 1.4134 -0.1404 0.089 -0.563 0.094
H 2.1904 1.7833 2.3896 0.000 -0.249 0.299
H 2.1162 3.4821 1.9825 -0.116 0.398 0.214
H 4.4596 -0.8204 1.7818 0.184 0.153 -0.446
C 4.1205 -2.3644 -0.9064 0.121 -0.043 0.074
O 4.6400 -2.4100 0.4219 -0.118 0.051 -0.114
H 3.5046 -1.4736 -0.9807 -0.076 0.066 -0.002
H 4.9250 -2.2966 -1.6428 -0.023 0.010 -0.011
H 3.5026 -3.2376 -1.1223 -0.040 0.003 -0.015
H 5.1992 -3.1863 0.4990 0.063 -0.016 0.088
C -1.4918 1.7747 -3.6694 0.172 -0.066 0.339
O -0.7884 2.0801 -2.4711 -0.226 0.020 -0.073
H -2.1174 2.6302 -3.9083 -0.016 0.036 -0.044
H -0.8092 1.6007 -4.5023 -0.022 0.015 -0.071
H -2.1296 0.8957 -3.5416 -0.008 0.001 -0.049
H -0.2267 1.3226 -2.2706 0.030 -0.042 -0.061
C -0.6028 -1.9984 -0.7426 -0.063 0.177 -0.106
O -1.0346 -0.7498 -1.2784 0.107 -0.205 -0.102
H -0.3244 -2.6372 -1.5782 0.004 -0.007 -0.013
H 0.2641 -1.8629 -0.0955 0.136 -0.074 0.083
H -1.3914 -2.4902 -0.1760 -0.006 -0.071 0.010
H -1.2576 -0.1967 -0.5274 -0.089 0.348 0.098
C 3.2180 1.2735 -3.0407 -0.171 -0.050 -0.130
O 1.8712 0.8697 -3.2660 0.220 -0.058 0.156
H 3.2972 1.5443 -1.9904 0.008 0.021 0.058
H 3.9221 0.4634 -3.2499 0.030 0.011 0.025
H 3.4834 2.1462 -3.6411 0.024 0.022 0.029
H 1.7784 0.6311 -4.1912 -0.068 0.008 -0.050
C 0.9517 -1.6328 4.1998 0.284 0.209 -0.091
O 1.6465 -0.4082 4.4276 -0.127 -0.172 -0.018
H 0.1868 -1.7309 4.9589 -0.063 0.021 0.051
H 0.4687 -1.6351 3.2181 -0.056 -0.052 0.024
H 1.6328 -2.4878 4.2702 -0.062 -0.035 -0.015
H 2.3202 -0.3281 3.7456 0.084 0.117 0.033
C -2.1662 -5.7718 -0.0496 0.063 0.177 0.136
O -1.6623 -4.7531 0.8171 -0.081 -0.247 -0.197
H -1.3827 -6.0090 -0.7622 0.013 -0.014 -0.028
H -2.4219 -6.6745 0.5116 -0.019 -0.024 -0.040
H -3.0474 -5.4220 -0.5950 -0.006 -0.049 -0.024
H -2.3494 -4.5361 1.4512 -0.031 -0.014 -0.137
C -3.9374 1.8446 -6.6541 0.164 -0.270 0.029
O -2.6706 1.2656 -6.3726 -0.103 -0.013 -0.072
H -3.8369 2.9219 -6.5495 0.003 0.026 0.005
H -4.2547 1.6083 -7.6730 -0.089 0.087 -0.002
H -4.6933 1.4832 -5.9506 -0.078 0.094 -0.030
H -2.7707 0.3127 -6.4737 -0.016 -0.051 -0.060
C -2.3863 -3.7950 3.6382 0.227 0.137 0.281
O -2.0280 -2.7441 4.5258 -0.177 -0.145 -0.118
H -1.5224 -3.9767 3.0028 0.058 0.033 0.175
H -2.6246 -4.7164 4.1763 -0.011 -0.027 -0.026
H -3.2363 -3.5190 3.0078 -0.115 0.052 -0.023
H -2.7771 -2.5665 5.0995 -0.018 0.047 0.059
C 5.9575 4.2134 4.8440 -0.022 -0.134 -0.047
O 5.8122 2.8002 4.9269 -0.007 0.203 0.008
H 6.0733 4.5812 5.8597 0.001 0.012 0.035
H 6.8428 4.4961 4.2675 -0.006 0.021 0.008
H 5.0749 4.6858 4.4022 0.011 0.023 0.011
H 5.7084 2.4638 4.0342 0.045 -0.134 -0.007
C 1.1927 -7.2626 -2.8257 -0.166 0.074 -0.142
O -0.1455 -6.8001 -2.6600 0.144 -0.072 0.029
H 1.6211 -7.3923 -1.8355 -0.032 0.011 0.045
H 1.2134 -8.2177 -3.3536 0.094 -0.016 0.006
H 1.7944 -6.5388 -3.3811 0.053 -0.012 0.031
H -0.5266 -6.6877 -3.5347 -0.050 0.001 -0.031
C -4.5207 -1.7501 -5.2290 -0.031 -0.009 -0.130
O -4.2386 -1.6423 -6.6252 0.085 0.094 0.227
H -3.6076 -1.4998 -4.6954 0.028 0.014 0.015
H -5.3067 -1.0549 -4.9237 0.015 0.005 0.020
H -4.8162 -2.7662 -4.9587 0.010 -0.005 0.016
H -5.0390 -1.8607 -7.1078 -0.012 0.015 -0.086
C -0.4750 4.9152 3.4419 -0.154 0.106 -0.095
O -0.0630 5.4144 2.1717 0.182 -0.028 0.092
H 0.3916 4.9367 4.0992 0.044 -0.011 -0.030
H -1.2588 5.5485 3.8623 0.001 -0.075 0.079
H -0.8354 3.8873 3.3577 0.025 0.025 0.108
H -0.8241 5.3944 1.5869 -0.038 -0.031 -0.042
C -3.2719 7.9942 4.3052 0.147 0.186 -0.201
O -3.2907 6.9764 3.2993 -0.071 0.009 0.211
H -3.1485 7.4966 5.2617 0.030 0.002 0.055
H -2.4436 8.6902 4.1595 0.023 -0.026 -0.018
H -4.2126 8.5480 4.3139 0.010 0.037 0.083
H -3.4012 7.4032 2.4464 -0.038 -0.012 -0.059
C -0.0912 -10.5916 -4.2388 0.024 0.026 -0.228
O -0.1024 -9.9461 -5.5094 -0.029 0.037 0.173
H -0.4065 -9.8540 -3.5056 -0.020 0.006 0.038
H -0.7879 -11.4327 -4.2095 0.013 -0.015 0.035
H 0.9130 -10.9407 -3.9836 -0.031 -0.026 0.078
H 0.1722 -10.5827 -6.1730 0.012 -0.015 -0.057
C -6.1400 5.0729 5.3143 0.096 0.114 -0.008
O -5.4140 6.2809 5.4974 -0.110 -0.152 -0.031
H -6.8019 4.9600 6.1692 -0.020 -0.005 0.025
H -6.7459 5.1015 4.4043 -0.021 -0.023 0.009
H -5.4741 4.2067 5.2699 -0.022 -0.020 0.006
H -4.8277 6.3831 4.7408 -0.031 -0.102 -0.101
```
Forces are in eV/Å.